The following is a DFT calculation (ωB97M-V/def2-TZVPD) of a gas-phase ion, C7H14N (charge +1) in a non-equilibrium geometry.

Computed properties:
- E_tot (Eh) = -329.5744
- gap between HOMO and LUMO (Ha) = 0.29817
- charge = +1
- SMILES = C=C/C=C/C[C@H](C)[NH3+]
- multiplicity = 1
- M (g mol⁻¹) = 112.20
- energy relative to the best compared isomer or geometry (same formula, charge and spin) (kcal/mol) = 20.8
- LUMO energy (eV) = -3.611

XYZ file:
```
22
Properties=species:S:1:pos:R:3:lowdin_charge:R:1
C -0.1602 -1.3086 4.1325 0.03
C -0.3727 -1.5168 2.8395 -0.17
C 0.0642 -0.4997 1.8781 -0.11
C -0.4013 -0.3846 0.6411 -0.11
C -0.1666 0.7906 -0.2784 -0.19
C -0.1194 0.3702 -1.7099 -0.33
C 1.1899 -0.2561 -2.1712 -0.01
N -0.4646 1.5693 -2.5919 0.22
H -0.5391 -1.9389 4.9231 0.06
H 0.4450 -0.5069 4.5398 0.07
H -0.9570 -2.3510 2.5273 0.10
H 0.7032 0.2553 2.3339 0.12
H -1.0697 -1.1680 0.2958 0.12
H 0.7337 1.3023 0.0626 0.13
H -0.8687 1.5677 0.0597 0.13
H -0.9351 -0.3069 -1.9261 0.15
H 1.0282 -1.2522 -2.5767 0.10
H 1.9391 -0.1617 -1.3888 0.10
H 1.6173 0.2257 -3.0576 0.09
H -0.1061 1.4366 -3.5397 0.16
H -0.0884 2.4683 -2.2937 0.18
H -1.4717 1.6654 -2.6994 0.17
```

***

The following is a DFT calculation (ωB97M-V/def2-TZVPD) of a single C3H5NO2 molecule.

Computed properties:
- E_tot (Eh) = -322.5233
- gap between HOMO and LUMO (Ha) = 0.40040
- SMILES = CO/C=N/C=O
- multiplicity = 1
- M (g mol⁻¹) = 87.08
- energy relative to the best compared isomer or geometry (same formula, charge and spin) (kcal/mol) = 32.0
- LUMO energy (eV) = 0.768

XYZ file:
```
11
Properties=species:S:1:pos:R:3:lowdin_charge:R:1
C 1.7391 0.6358 0.3927 -0.06
O 0.5258 1.3654 0.1466 -0.06
C -0.5326 0.6161 -0.0963 -0.24
N -0.4617 -0.6536 -0.1741 0.11
C -1.6566 -1.3378 -0.4127 -0.36
O -1.7063 -2.5256 -0.5709 0.06
H 2.0196 0.0432 -0.4818 0.09
H 1.5967 -0.0394 1.2401 0.09
H 2.4900 1.3925 0.6124 0.09
H -1.4372 1.2268 -0.2068 0.15
H -2.5769 -0.7233 -0.4491 0.12
```

***

The following is a DFT calculation (ωB97M-V/def2-TZVPD) of a single C4H7NO3 molecule in a non-equilibrium geometry.

Computed properties:
- E_tot (Eh) = -437.0844
- gap between HOMO and LUMO (Ha) = 0.39686
- SMILES = CCC(=O)NC(=O)O
- multiplicity = 1
- M (g mol⁻¹) = 117.10
- energy relative to the best compared isomer or geometry (same formula, charge and spin) (kcal/mol) = 37.0
- LUMO energy (eV) = 0.619

XYZ file:
```
15
Properties=species:S:1:pos:R:3:lowdin_charge:R:1
C -2.0713 0.9554 -1.1753 -0.06
C -0.9048 -0.0881 -1.4845 -0.12
C -0.6378 -0.9435 -0.3351 -0.42
O -0.7422 -2.1279 -0.1325 0.10
N -0.0524 -0.3163 0.8464 0.16
C 1.0863 0.5175 0.6832 -0.52
O 1.3717 1.4670 -0.0352 0.08
O 1.9770 0.1656 1.6341 0.11
H -3.1668 0.7396 -1.3181 0.09
H -2.2480 1.1677 -0.1640 0.04
H -1.6306 1.8252 -1.7548 0.10
H -1.0140 -0.5737 -2.4442 0.13
H -0.1347 0.5941 -1.5532 0.06
H 0.1246 -0.8900 1.6709 0.15
H 2.7494 0.6656 1.7775 0.10
```

***

The following is a DFT calculation (ωB97M-V/def2-TZVPD) of a molecular structure, C4H7NOS in a non-equilibrium geometry.

Computed properties:
- E_tot (Eh) = -684.6571
- gap between HOMO and LUMO (Ha) = 0.31279
- multiplicity = 1
- M (g mol⁻¹) = 117.17
- energy relative to the best compared isomer or geometry (same formula, charge and spin) (kcal/mol) = 94.1
- LUMO energy (eV) = 0.662

XYZ file:
```
14
Properties=species:S:1:pos:R:3:lowdin_charge:R:1
C -2.3432 0.0783 0.1877 -0.32
C -1.3465 0.8774 0.9732 -0.18
C 0.0394 0.2695 0.8789 -0.29
C 0.9383 -1.4534 -1.2689 -0.23
N -1.5522 -1.6451 0.1178 -0.43
O -3.3680 0.2473 -0.3210 0.15
S -0.0683 -1.6006 0.3905 0.84
H -1.2795 1.8036 0.4966 0.10
H -1.8577 1.0089 2.0311 0.18
H 0.5598 0.6908 0.0724 0.04
H 0.4539 0.4393 1.8600 0.08
H 1.7104 -2.2098 -1.2571 0.02
H 1.4019 -0.4958 -1.1788 0.00
H 0.3239 -1.7603 -2.1078 0.04
```

***

The following is a DFT calculation (ωB97M-V/def2-TZVPD) of a molecular structure, C16H16Cl3F5O2Pb in a non-equilibrium geometry.

Computed properties:
- E_tot (Eh) = -2842.4589
- gap between HOMO and LUMO (Ha) = 0.18233
- charge = -2
- multiplicity = 1
- M (g mol⁻¹) = 648.85
- energy relative to the best compared isomer or geometry (same formula, charge and spin) (kcal/mol) = 54.3
- LUMO energy (eV) = 3.912

XYZ file:
```
43
Properties=species:S:1:pos:R:3:lowdin_charge:R:1
C 2.3090 -0.3799 0.0252 -0.34
C 2.2062 1.0331 -0.2861 -0.35
C 1.6007 1.1655 -1.5817 -0.36
C 2.7348 2.1509 0.5072 -0.09
C 1.2975 -0.1495 -2.0763 -0.33
C 1.7390 -1.1148 -1.0970 -0.33
C 1.6815 -2.5832 -1.2332 -0.06
C 2.9165 -0.9682 1.2305 -0.07
C 1.3720 2.4306 -2.3019 -0.09
C 0.7447 -0.4364 -3.4105 -0.06
Pb -0.1134 0.0613 0.0113 0.90
Cl -0.0874 4.6089 2.4079 -0.87
Cl 0.2645 1.1095 2.1763 0.15
Cl -1.3359 1.9753 -0.6559 0.23
H 2.9273 1.8516 1.5394 0.06
H 2.0418 3.0014 0.5314 0.06
H 3.6751 2.4772 0.0501 0.08
H 1.1216 3.2448 -1.6149 0.07
H 0.5602 2.3377 -3.0298 0.06
H 2.2891 2.6988 -2.8391 0.08
H -0.0607 0.2572 -3.6811 0.08
H 0.3533 -1.4553 -3.4733 0.07
H 1.5534 -0.3259 -4.1453 0.09
H 0.8086 -2.9070 -1.8140 0.07
H 1.6555 -3.0848 -0.2609 0.07
H 2.5866 -2.9088 -1.7641 0.08
H 2.7502 -0.3447 2.1154 0.06
H 3.9981 -1.0498 1.0570 0.08
H 2.5224 -1.9668 1.4437 0.07
O -0.3380 -1.6168 1.2098 -0.35
H -0.9215 -2.1981 0.6773 0.00
F -6.4986 -1.2666 3.8332 0.05
C -5.3932 -0.9745 3.1263 -0.18
C -4.1828 -1.6256 3.3942 -0.17
F -4.1437 -2.5524 4.3774 0.07
C -3.0500 -1.3289 2.6780 -0.13
F -1.9188 -1.9762 3.0167 0.06
C -3.0635 -0.3511 1.6213 -0.34
O -2.1556 -0.0046 0.9029 -0.28
C -4.3315 0.2997 1.3860 -0.14
F -4.3751 1.2244 0.4173 0.08
C -5.4450 -0.0019 2.1091 -0.17
F -6.6103 0.6300 1.8577 0.07
```

***

The following is a DFT calculation (ωB97M-V/def2-TZVPD) of a single C4H9NO molecule.

Computed properties:
- E_tot (Eh) = -287.7211
- gap between HOMO and LUMO (Ha) = 0.34069
- multiplicity = 1
- M (g mol⁻¹) = 87.12
- energy relative to the best compared isomer or geometry (same formula, charge and spin) (kcal/mol) = 69.9
- LUMO energy (eV) = 1.021

XYZ file:
```
15
Properties=species:S:1:pos:R:3:lowdin_charge:R:1
C 0.7705 1.6020 0.6070 -0.09
C -0.6180 1.4003 0.0103 -0.24
N -0.6785 0.4233 -1.0757 -0.02
C -0.7952 -0.8921 -1.0232 -0.15
O -0.6958 -1.2983 0.2784 -0.19
C 0.2119 -2.3980 0.1595 -0.12
H 0.7379 2.4098 1.3466 0.07
H 1.5046 1.8726 -0.1592 0.07
H 1.1089 0.6914 1.1092 0.07
H -1.3142 1.0719 0.7849 0.11
H -0.9991 2.3379 -0.4050 0.11
H -0.5873 0.7560 -2.0215 0.11
H 1.0709 -2.1137 -0.4647 0.08
H -0.2750 -3.2556 -0.3136 0.08
H 0.5584 -2.6074 1.1671 0.08
```

***

The following is a DFT calculation (ωB97M-V/def2-TZVPD) of a single C5H5ClO molecule in a non-equilibrium geometry.

Computed properties:
- E_tot (Eh) = -728.8300
- gap between HOMO and LUMO (Ha) = 0.35478
- SMILES = C[C@@H]1C=C1C(=O)Cl
- multiplicity = 1
- M (g mol⁻¹) = 116.55
- energy relative to the best compared isomer or geometry (same formula, charge and spin) (kcal/mol) = 58.5
- LUMO energy (eV) = -0.306

XYZ file:
```
12
Properties=species:S:1:pos:R:3:lowdin_charge:R:1
C 0.0430 0.9288 -0.3248 -0.07
C -0.5424 0.1043 0.8571 -0.30
C -0.6717 -1.3617 0.8506 0.05
C -1.7634 -0.7457 0.4334 -0.13
C -3.2401 -0.7437 0.0068 -0.67
O -4.0464 -1.5632 0.2400 0.09
Cl -3.6994 0.8224 -0.8930 0.56
H -0.0354 1.9785 -0.1908 0.05
H -0.7201 0.6373 -1.1157 0.07
H 1.0559 0.4266 -0.4221 0.09
H -0.6265 0.6765 1.7924 0.12
H 0.1391 -2.0973 1.0565 0.13
```

***

The following is a DFT calculation (ωB97M-V/def2-TZVPD) of a molecular structure, C12H30AlN3O7 in a non-equilibrium geometry.

Computed properties:
- E_tot (Eh) = -1407.6372
- gap between HOMO and LUMO (Ha) = 0.12800
- charge = +2
- multiplicity = 1
- M (g mol⁻¹) = 355.37
- energy relative to the best compared isomer or geometry (same formula, charge and spin) (kcal/mol) = 49.7
- LUMO energy (eV) = -11.616

XYZ file:
```
53
Properties=species:S:1:pos:R:3:lowdin_charge:R:1
Al 3.9151 0.7489 1.0473 1.37
N 1.7625 3.1357 3.6097 -0.56
O 0.9024 3.9175 3.2288 0.18
O 2.1650 2.2099 2.8816 0.01
O 2.3014 3.3919 4.6785 0.16
C 7.1689 -0.8562 -0.0588 -0.07
O 6.2789 0.2507 -0.2011 -0.30
C 6.7672 1.1795 -1.1930 -0.18
C 5.5914 1.7882 -1.9113 -0.20
N 4.8731 2.6455 -0.9480 -0.03
C 3.8848 3.4644 -1.7066 -0.16
C 2.8521 3.9920 -0.6996 -0.20
O 2.3219 2.9134 0.0227 -0.26
C 0.8856 2.9197 0.0768 -0.06
H 6.9350 -1.5116 0.7823 0.10
H 8.1558 -0.4664 0.1963 0.11
H 7.1810 -1.5328 -0.9140 0.11
H 7.2656 0.5860 -1.9632 0.14
H 7.4407 1.9340 -0.7843 0.15
H 4.9973 0.9928 -2.3645 0.12
H 5.9427 2.3700 -2.7696 0.15
H 5.5659 3.3707 -0.7622 0.14
H 3.3836 2.8499 -2.4545 0.11
H 4.3447 4.2877 -2.2573 0.15
H 2.1617 4.5244 -1.3613 0.14
H 3.3014 4.7933 -0.1079 0.14
H 0.5529 2.1585 0.7808 0.07
H 0.4461 2.5369 -0.8477 0.09
H 0.4994 3.9029 0.3297 0.11
C 1.9184 0.3876 -2.1351 -0.06
O 1.8875 0.0782 -0.7515 -0.28
C 0.7046 -0.5620 -0.2887 -0.19
C 1.0511 -1.5537 0.8114 -0.16
N 1.6018 -0.8155 1.9346 -0.01
C 1.9980 -1.7147 3.0270 -0.16
C 2.5267 -0.9640 4.2455 -0.18
O 3.5100 -0.0311 3.8282 -0.28
C 4.1375 0.6608 4.9280 -0.05
H 1.0879 1.0373 -2.4245 0.11
H 1.8413 -0.5180 -2.7401 0.11
H 2.8298 0.9228 -2.3875 0.06
H 0.1891 -1.0007 -1.1479 0.14
H -0.0685 0.1368 0.0523 0.13
H 1.7212 -2.3584 0.5119 0.14
H 0.0916 -2.0302 1.0428 0.15
H 0.8563 -0.2707 2.3701 0.14
H 2.7594 -2.3595 2.5842 0.13
H 1.1986 -2.3394 3.4362 0.15
H 2.8385 -1.6231 5.0562 0.15
H 1.7331 -0.3190 4.6452 0.14
H 4.7194 1.5250 4.6173 0.10
H 4.8137 0.0119 5.4869 0.11
H 3.3269 0.9783 5.5872 0.10
```